# 1
DFT (the ωB97M-V functional and the def2-TZVPD basis) results for one molecule with the formula C6H9NO.

Structure (XYZ):
```
17
C6H9NO (the ωB97M-V functional and the def2-TZVPD basis)
C -1.36 1.03 1.26
C 1.45 -0.19 0.46
C 0.37 0.18 -0.49
C -0.99 -0.04 0.27
N 2.45 -0.95 -0.03
C 0.57 0.58 -1.73
C -1.86 -0.94 -0.19
O 1.24 -0.04 1.66
H 2.48 -1.23 -0.99
H 3.17 -1.26 0.60
H -0.90 0.79 2.22
H -0.99 2.02 0.99
H -2.44 1.10 1.37
H -0.26 0.75 -2.40
H 1.57 0.74 -2.13
H -1.61 -1.62 -0.99
H -2.89 -0.92 0.11
```

Results
- SMILES: C=C(C)C(=C)C(N)=O
- HOMO energy: -9.395 eV
- Energy: -9904.505 eV
- Gap between HOMO and LUMO: 10.19 eV
- Lowest unoccupied orbital energy: 0.8 eV

# 2
DFT (the ωB97M-V functional and the def2-TZVPD basis) results for a 2-piece molecular cluster, C19H29ClFN3 overall.

Structure (XYZ):
```
53
C19H29ClFN3 (the ωB97M-V functional and the def2-TZVPD basis)
Cl -8.02 0.92 1.89
C -6.79 1.74 0.89
N -5.75 2.43 1.70
C -6.33 3.55 2.56
C -5.23 4.26 3.28
N -3.96 3.62 2.84
F -2.80 4.36 3.53
C -3.73 3.79 1.38
C -4.83 3.06 0.70
C -3.86 2.20 3.27
C -4.94 1.46 2.54
H -6.30 0.99 0.26
H -7.30 2.48 0.27
H -6.85 4.22 1.86
H -7.07 3.08 3.23
H -5.18 5.31 3.01
H -5.31 4.15 4.37
H -3.76 4.86 1.17
H -2.75 3.38 1.15
H -4.46 2.22 0.09
H -5.47 3.72 0.09
H -2.86 1.85 2.99
H -3.99 2.16 4.35
H -5.64 0.95 3.21
H -4.51 0.74 1.83
C -1.20 3.62 6.56
N 0.06 3.82 5.87
C 0.19 4.84 5.01
C -0.83 5.62 4.52
C -0.32 6.84 3.87
C 1.22 6.60 3.76
C 1.55 5.32 4.56
C 1.18 3.00 6.24
C 1.62 2.02 5.35
C 2.67 1.19 5.72
C 3.31 1.38 6.96
C 2.88 2.39 7.83
C 1.79 3.18 7.49
H -1.14 2.68 7.10
H -1.39 4.43 7.27
H -2.02 3.57 5.83
H -1.86 5.47 4.76
H -0.77 7.03 2.89
H -0.50 7.72 4.51
H 1.50 6.46 2.71
H 1.78 7.46 4.14
H 2.21 5.55 5.41
H 2.11 4.61 3.94
H 1.11 1.92 4.39
H 2.99 0.40 5.04
H 4.15 0.74 7.24
H 3.39 2.56 8.78
H 1.40 3.97 8.15
```

Results
- HOMO energy: -12.145 eV
- Energy: -39863.491 eV
- Gap between HOMO and LUMO: 4.61 eV
- Net charge: +2
- Lowest unoccupied orbital energy: -7.5 eV

# 3
DFT (the ωB97M-V functional and the def2-TZVPD basis) results for a 21-piece molecular cluster, C84H126O42 overall.

Structure (XYZ):
```
252
C84H126O42 (the ωB97M-V functional and the def2-TZVPD basis)
O 3.13 -0.07 0.24
C 1.89 -0.03 0.11
O 1.30 -0.27 -1.03
C -0.07 -0.14 -0.92
C -0.32 0.73 0.34
C 0.87 0.35 1.16
H -0.43 -1.16 -0.79
H -0.54 0.33 -1.78
H -1.26 0.49 0.84
H -0.25 1.80 0.15
H 0.57 -0.42 1.86
H 1.18 1.19 1.78
O 4.27 -4.87 4.46
C 3.74 -4.11 3.69
O 3.90 -2.77 3.82
C 3.22 -1.99 2.83
C 2.95 -3.04 1.75
C 2.96 -4.39 2.42
H 3.76 -1.10 2.50
H 2.27 -1.67 3.26
H 3.68 -3.03 0.95
H 2.02 -2.89 1.20
H 3.42 -5.12 1.75
H 2.01 -4.81 2.72
O 1.01 -5.40 -5.16
C 0.69 -4.51 -4.38
O 1.60 -3.59 -4.02
C 1.05 -2.64 -3.13
C -0.43 -2.68 -3.36
C -0.62 -4.10 -3.79
H 1.46 -1.66 -3.39
H 1.33 -2.87 -2.10
H -0.62 -2.00 -4.19
H -1.11 -2.40 -2.56
H -1.38 -4.25 -4.56
H -0.74 -4.80 -2.97
O 1.17 4.84 5.39
C 1.51 4.61 4.20
O 2.74 4.89 3.76
C 2.97 4.50 2.44
C 1.58 4.38 1.91
C 0.71 3.96 3.07
H 3.46 3.52 2.46
H 3.58 5.19 1.85
H 1.57 3.64 1.10
H 1.22 5.35 1.57
H 0.83 2.89 3.22
H -0.36 4.16 3.03
O -0.33 -3.48 -0.22
C -0.89 -4.43 0.22
O -1.16 -5.52 -0.58
C -1.87 -6.55 0.13
C -1.50 -6.26 1.59
C -1.38 -4.72 1.63
H -1.54 -7.55 -0.17
H -2.94 -6.56 -0.07
H -0.56 -6.72 1.87
H -2.23 -6.62 2.31
H -0.69 -4.23 2.32
H -2.34 -4.21 1.75
O 5.79 3.18 2.72
C 6.23 2.05 2.46
O 7.41 1.56 2.83
C 7.60 0.21 2.45
C 6.18 -0.30 2.08
C 5.52 1.03 1.68
H 7.98 -0.48 3.20
H 8.33 0.24 1.64
H 5.75 -0.75 2.98
H 6.21 -1.11 1.35
H 4.47 0.96 1.97
H 5.69 1.07 0.60
O -1.04 7.16 1.70
C -1.39 7.66 0.65
O -1.67 8.96 0.59
C -1.82 9.46 -0.70
C -1.66 8.28 -1.65
C -1.56 7.07 -0.79
H -1.11 10.25 -0.93
H -2.85 9.82 -0.77
H -0.88 8.40 -2.40
H -2.53 8.15 -2.30
H -0.65 6.56 -1.10
H -2.47 6.46 -0.80
O -0.26 -2.90 4.97
C -1.32 -2.53 4.52
O -1.26 -1.66 3.57
C -2.58 -1.28 3.13
C -3.50 -2.19 3.79
C -2.73 -2.84 4.87
H -2.70 -1.47 2.06
H -2.78 -0.26 3.47
H -3.80 -3.00 3.13
H -4.42 -1.77 4.21
H -2.98 -3.88 5.09
H -2.89 -2.31 5.81
O -4.46 1.90 5.70
C -3.31 1.59 5.84
O -2.94 0.44 6.43
C -1.59 0.48 6.76
C -1.05 1.35 5.64
C -2.04 2.42 5.63
H -1.31 -0.57 6.67
H -1.39 0.86 7.76
H -0.89 0.84 4.69
H -0.01 1.64 5.77
H -2.11 2.91 4.66
H -1.95 3.23 6.35
O -4.00 4.35 -4.90
C -2.92 4.94 -4.91
O -2.61 5.85 -5.86
C -1.38 6.46 -5.67
C -0.78 5.64 -4.49
C -1.88 4.91 -3.81
H -1.46 7.51 -5.42
H -0.64 6.42 -6.46
H -0.25 6.33 -3.83
H 0.01 4.94 -4.75
H -2.30 5.48 -2.98
H -1.55 3.93 -3.48
O 2.42 4.14 -5.74
C 2.24 2.98 -5.57
O 1.27 2.48 -4.81
C 1.23 1.12 -4.69
C 2.15 0.65 -5.85
C 3.10 1.79 -6.07
H 0.21 0.77 -4.86
H 1.62 0.87 -3.71
H 1.59 0.36 -6.73
H 2.72 -0.23 -5.54
H 3.47 1.83 -7.09
H 3.90 1.74 -5.32
O -4.41 -3.42 0.54
C -5.52 -2.84 0.65
O -5.65 -1.59 0.94
C -6.99 -1.24 1.02
C -7.84 -2.45 0.91
C -6.88 -3.52 0.40
H -7.25 -0.57 0.20
H -7.30 -0.69 1.91
H -8.62 -2.15 0.20
H -8.39 -2.70 1.82
H -7.03 -3.75 -0.66
H -6.96 -4.46 0.94
O -0.04 4.22 -1.26
C 1.08 3.90 -1.65
O 1.68 2.73 -1.48
C 3.08 2.79 -1.86
C 3.37 4.26 -2.00
C 2.05 4.88 -2.28
H 3.28 2.34 -2.83
H 3.73 2.28 -1.14
H 4.04 4.53 -2.81
H 3.93 4.59 -1.12
H 1.79 5.04 -3.33
H 1.92 5.86 -1.82
O 0.14 -2.23 -6.72
C -0.98 -2.08 -7.23
O -1.08 -1.71 -8.52
C -2.44 -1.55 -8.90
C -3.25 -1.51 -7.62
C -2.35 -2.21 -6.60
H -2.67 -2.45 -9.46
H -2.70 -0.70 -9.53
H -4.21 -2.01 -7.70
H -3.53 -0.48 -7.38
H -2.51 -3.28 -6.44
H -2.46 -1.67 -5.66
O -2.12 1.44 -3.95
C -3.16 1.35 -3.33
O -3.91 0.23 -3.32
C -5.04 0.28 -2.50
C -5.13 1.73 -1.98
C -3.79 2.33 -2.38
H -4.83 -0.38 -1.66
H -5.87 -0.08 -3.10
H -5.28 1.87 -0.91
H -5.93 2.21 -2.54
H -3.26 2.43 -1.44
H -3.91 3.31 -2.85
O 2.21 1.42 4.21
C 3.15 1.19 4.97
O 3.42 -0.07 5.46
C 4.57 -0.07 6.31
C 5.24 1.22 6.06
C 4.09 2.14 5.66
H 5.12 -0.99 6.11
H 4.27 -0.13 7.36
H 5.91 1.08 5.21
H 5.87 1.55 6.89
H 4.32 3.05 5.10
H 3.57 2.43 6.58
O 5.86 1.75 -3.93
C 5.63 0.61 -3.48
O 4.42 -0.03 -3.65
C 4.30 -1.30 -3.02
C 5.61 -1.36 -2.17
C 6.57 -0.31 -2.73
H 4.25 -2.13 -3.71
H 3.38 -1.31 -2.43
H 6.19 -2.27 -2.29
H 5.35 -1.11 -1.14
H 7.22 -0.70 -3.52
H 7.09 0.21 -1.94
O -4.17 -5.42 -5.80
C -4.38 -4.77 -4.77
O -3.73 -5.05 -3.63
C -4.14 -4.31 -2.51
C -5.34 -3.45 -2.98
C -5.37 -3.65 -4.51
H -3.31 -3.67 -2.21
H -4.54 -4.98 -1.75
H -5.23 -2.39 -2.78
H -6.19 -3.90 -2.47
H -4.98 -2.74 -4.98
H -6.37 -3.82 -4.90
O -4.44 5.11 -0.07
C -4.21 4.34 0.85
O -5.11 3.74 1.60
C -4.48 2.80 2.55
C -3.14 2.53 1.95
C -2.82 3.80 1.25
H -5.12 1.92 2.46
H -4.55 3.19 3.57
H -3.17 1.72 1.22
H -2.44 2.17 2.69
H -2.10 3.87 0.43
H -2.54 4.53 2.01
O 2.37 -2.37 10.47
C 2.21 -2.25 9.27
O 2.63 -3.25 8.49
C 2.22 -3.10 7.10
C 1.32 -1.87 7.19
C 1.67 -1.11 8.49
H 1.77 -4.01 6.69
H 3.08 -2.81 6.50
H 0.28 -2.18 7.28
H 1.32 -1.26 6.28
H 0.83 -0.54 8.87
H 2.44 -0.37 8.24
O 1.34 -7.64 -0.41
C 2.08 -7.04 -1.17
O 2.96 -7.67 -2.03
C 3.74 -6.69 -2.74
C 3.60 -5.42 -1.87
C 2.26 -5.51 -1.18
H 3.37 -6.58 -3.76
H 4.79 -6.96 -2.85
H 3.70 -4.53 -2.49
H 4.39 -5.44 -1.12
H 1.46 -4.97 -1.70
H 2.13 -5.14 -0.16
```

Results
- HOMO energy: -9.921 eV
- Energy: -175149.232 eV
- Gap between HOMO and LUMO: 9.53 eV
- Lowest unoccupied orbital energy: -0.4 eV

# 4
DFT (the ωB97M-V functional and the def2-TZVPD basis) results for a 3-piece molecular cluster, C20H41BN2O4 overall.

Structure (XYZ):
```
68
C20H41BN2O4 (the ωB97M-V functional and the def2-TZVPD basis)
B 3.24 1.73 -1.53
C 2.22 2.80 -0.99
C 0.96 2.74 -1.82
O 0.59 3.59 -2.57
O 0.27 1.55 -1.72
H 4.19 2.08 -2.15
H 3.05 0.57 -1.34
H 1.94 2.58 0.05
H 2.60 3.82 -1.05
H 0.26 1.30 -0.79
C -2.38 -1.22 -2.64
C -1.31 -1.96 -3.45
C -1.20 -1.43 -4.89
C -2.38 -1.83 -5.78
C -2.54 -3.35 -5.80
C -2.72 -3.94 -4.39
N -1.58 -3.44 -3.54
O -0.53 -4.15 -3.61
C -4.10 -3.59 -3.83
C -2.61 -5.46 -4.44
C 0.03 -1.75 -2.75
H -2.61 -0.25 -3.09
H -3.31 -1.76 -2.53
H -2.01 -1.03 -1.63
H -0.28 -1.83 -5.33
H -1.09 -0.34 -4.85
H -3.30 -1.34 -5.43
H -2.21 -1.47 -6.79
H -3.40 -3.64 -6.40
H -1.65 -3.79 -6.25
H -4.16 -3.83 -2.77
H -4.83 -4.20 -4.36
H -4.37 -2.55 -3.98
H -1.69 -5.79 -4.91
H -3.46 -5.85 -5.02
H -2.65 -5.88 -3.44
H 0.03 -2.21 -1.76
H 0.18 -0.67 -2.64
H 0.86 -2.17 -3.32
C 1.43 3.69 5.98
C 0.80 3.17 4.68
C -0.32 2.15 4.93
C 0.18 0.80 5.42
C 1.18 0.21 4.43
C 2.37 1.14 4.17
N 1.81 2.49 3.79
O 1.56 2.61 2.55
C 3.29 1.19 5.40
C 3.20 0.63 3.00
C 0.23 4.37 3.93
H 0.76 3.52 6.83
H 2.38 3.23 6.22
H 1.61 4.76 5.90
H -0.87 2.01 4.00
H -1.02 2.59 5.65
H 0.62 0.89 6.42
H -0.67 0.12 5.53
H 1.57 -0.75 4.79
H 0.67 0.02 3.48
H 4.02 2.00 5.30
H 3.83 0.25 5.45
H 2.76 1.31 6.34
H 2.59 0.48 2.11
H 3.65 -0.32 3.28
H 3.99 1.34 2.75
H 1.02 5.05 3.64
H -0.45 4.89 4.60
H -0.32 4.07 3.04
```

Results
- HOMO energy (spin up / spin down): -7.709 / -9.060 eV
- Energy: -33247.826 eV
- Gap between HOMO and LUMO (spin up / spin down): 7.81 / 9.15 eV
- Lowest unoccupied orbital energy (spin up / spin down): 0.1 / 0.1 eV
- Spin multiplicity: 3

# 5
DFT (the ωB97M-V functional and the def2-TZVPD basis) results for C4H13Br2NSi2 as an isolated structure.

Structure (XYZ):
```
22
C4H13Br2NSi2 (the ωB97M-V functional and the def2-TZVPD basis)
C 1.21 2.81 0.65
C 1.14 0.90 -1.92
C -1.55 -2.13 1.88
C -0.96 -1.82 -1.33
N 0.30 -0.04 0.83
Si 1.34 1.05 -0.05
Si -1.00 -1.09 0.41
Br 3.40 0.26 0.42
Br -3.24 0.77 0.32
H 2.05 3.04 1.31
H 1.20 3.55 -0.14
H 0.29 2.93 1.22
H 0.12 1.11 -2.23
H 1.79 1.61 -2.43
H 1.41 -0.09 -2.28
H -0.71 -2.59 2.39
H -2.10 -1.53 2.60
H -2.21 -2.93 1.55
H -0.06 -2.41 -1.48
H -1.82 -2.46 -1.48
H -0.99 -1.04 -2.09
H 0.38 0.10 1.83
```

Results
- HOMO energy: -9.021 eV
- Energy: -161694.231 eV
- Gap between HOMO and LUMO: 9.36 eV
- Lowest unoccupied orbital energy: 0.3 eV

Q: Among the records above, which one has the lowest energy?
A: C84H126O42

Q: The lowest energy belongs to which entry?
A: C84H126O42

Q: The highest energy belongs to which entry?
A: C6H9NO

Q: Among the records above, which one has the highest energy?
A: C6H9NO